The following is a DFT calculation (ωB97M-V with the def2-TZVPD basis set) of C46H55IrN7O2PS5 as an isolated structure.

Positions of all 117 atoms, in Å:
Ir: 1.99 0.99 0.49
C: 3.38 -0.37 -1.67
C: 4.37 -0.10 -0.50
N: 4.01 1.19 0.14
C: 4.38 2.34 -0.73
C: 3.34 3.42 -0.55
N: 1.99 2.80 -0.39
C: 1.25 2.61 -1.67
C: 1.88 1.45 -2.42
N: 2.10 0.33 -1.49
H: 3.84 -0.10 -2.62
H: 3.21 -1.45 -1.71
H: 4.29 -0.87 0.26
H: 5.41 -0.07 -0.85
H: 4.48 1.32 1.04
H: 5.36 2.71 -0.45
H: 4.42 1.98 -1.76
H: 3.55 3.96 0.37
H: 3.32 4.12 -1.39
H: 1.46 3.42 0.23
H: 0.21 2.38 -1.40
H: 1.26 3.54 -2.25
H: 1.20 1.15 -3.23
H: 2.80 1.77 -2.91
H: 0.90 -0.42 -1.76
C: 0.51 4.44 4.97
C: 1.60 3.49 5.40
O: 2.81 3.65 4.62
P: 3.00 3.23 3.11
S: 1.81 1.61 2.79
S: 4.89 3.11 2.68
O: 2.22 4.36 2.24
C: 2.72 5.73 2.28
C: 1.87 6.55 1.35
H: -0.35 4.32 5.64
H: 0.18 4.24 3.95
H: 0.84 5.48 5.04
H: 1.28 2.45 5.33
H: 1.92 3.68 6.42
H: 3.77 5.73 1.98
H: 2.65 6.09 3.30
H: 1.94 6.18 0.32
H: 2.20 7.59 1.35
H: 0.82 6.53 1.65
N: -0.12 -0.86 -1.84
S: -0.93 -1.84 -2.57
N: -1.77 -2.82 -1.60
S: -1.61 -2.69 -0.06
N: -1.97 -1.40 0.68
S: -1.07 -0.13 1.15
N: 0.37 -0.13 0.90
C: -1.61 -0.06 2.84
C: -0.67 -0.34 3.82
C: -1.06 -0.32 5.15
C: -2.37 -0.01 5.48
C: -3.30 0.28 4.49
C: -2.93 0.26 3.16
C: -1.89 1.25 0.39
C: -1.45 2.50 0.81
C: -1.97 3.63 0.20
C: -2.92 3.49 -0.81
C: -3.35 2.24 -1.21
C: -2.83 1.10 -0.61
C: -0.02 -3.25 0.47
C: 0.91 -3.74 -0.43
C: 2.13 -4.18 0.05
C: 2.40 -4.16 1.41
C: 1.45 -3.69 2.31
C: 0.23 -3.23 1.84
C: -2.77 -3.87 0.55
C: -3.37 -3.63 1.78
C: -4.22 -4.59 2.29
C: -4.45 -5.77 1.59
C: -3.83 -5.99 0.37
C: -2.98 -5.04 -0.16
C: -0.10 -2.96 -3.68
C: 0.87 -2.39 -4.48
C: 1.55 -3.20 -5.38
C: 1.25 -4.55 -5.47
C: 0.27 -5.11 -4.65
C: -0.42 -4.31 -3.75
C: -2.18 -1.15 -3.61
C: -3.21 -1.94 -4.11
C: -4.13 -1.36 -4.97
C: -4.00 -0.02 -5.33
C: -2.96 0.75 -4.83
C: -2.04 0.18 -3.96
H: 0.36 -0.54 3.54
H: -0.33 -0.53 5.92
H: -2.66 0.01 6.52
H: -4.31 0.53 4.76
H: -3.64 0.49 2.38
H: -0.71 2.59 1.60
H: -1.66 4.61 0.53
H: -3.33 4.38 -1.28
H: -4.09 2.14 -1.99
H: -3.17 0.11 -0.90
H: 0.69 -3.77 -1.49
H: 2.87 -4.56 -0.65
H: 3.35 -4.52 1.78
H: 1.65 -3.69 3.37
H: -0.52 -2.87 2.53
H: -3.19 -2.70 2.31
H: -4.70 -4.42 3.25
H: -5.12 -6.51 2.00
H: -4.02 -6.91 -0.17
H: -2.50 -5.20 -1.12
H: 1.10 -1.34 -4.41
H: 2.31 -2.77 -6.02
H: 1.78 -5.18 -6.17
H: 0.04 -6.16 -4.72
H: -1.18 -4.73 -3.11
H: -3.30 -2.98 -3.82
H: -4.94 -1.95 -5.37
H: -4.71 0.42 -6.02
H: -2.87 1.79 -5.11
H: -1.23 0.76 -3.53

orbital gap	7.457	eV
E_tot	-129408.26272	eV
net charge	+2
energy above the lowest of the compared OMol25 structures with the same formula, charge and spin	0.00	kJ/mol

These are the Löwdin partial charges, in e, on atoms 1 to 99: number 1, Ir, carries 1.101; number 2, C, carries -0.203; number 3, C, carries -0.158; number 4, N, carries -0.210; number 5, C, carries -0.159; number 6, C, carries -0.145; number 7, N, carries -0.171; number 8, C, carries -0.148; number 9, C, carries -0.223; number 10, N, carries -0.277; number 11, H, carries 0.114; number 12, H, carries 0.107; number 13, H, carries 0.116; number 14, H, carries 0.132; number 15, H, carries 0.029; number 16, H, carries 0.133; number 17, H, carries 0.107; number 18, H, carries 0.063; number 19, H, carries 0.140; number 20, H, carries 0.101; number 21, H, carries 0.104; number 22, H, carries 0.134; number 23, H, carries 0.106; number 24, H, carries 0.110; number 25, H, carries -0.005; number 26, C, carries -0.070; number 27, C, carries -0.266; number 28, O, carries -0.324; number 29, P, carries -0.101; number 30, S, carries 0.366; number 31, S, carries 0.372; number 32, O, carries -0.414; number 33, C, carries -0.280; number 34, C, carries -0.059; number 35, H, carries 0.086; number 36, H, carries 0.057; number 37, H, carries 0.084; number 38, H, carries 0.077; number 39, H, carries 0.127; number 40, H, carries 0.097; number 41, H, carries 0.117; number 42, H, carries 0.068; number 43, H, carries 0.090; number 44, H, carries 0.079; number 45, N, carries -0.174; number 46, S, carries 0.813; number 47, N, carries -0.351; number 48, S, carries 0.921; number 49, N, carries -0.356; number 50, S, carries 0.777; number 51, N, carries -0.451; number 52, C, carries -0.323; number 53, C, carries -0.116; number 54, C, carries -0.049; number 55, C, carries -0.048; number 56, C, carries -0.050; number 57, C, carries -0.059; number 58, C, carries -0.325; number 59, C, carries -0.085; number 60, C, carries -0.056; number 61, C, carries -0.047; number 62, C, carries -0.051; number 63, C, carries -0.059; number 64, C, carries -0.303; number 65, C, carries -0.046; number 66, C, carries -0.045; number 67, C, carries -0.042; number 68, C, carries -0.038; number 69, C, carries -0.067; number 70, C, carries -0.296; number 71, C, carries -0.049; number 72, C, carries -0.040; number 73, C, carries -0.038; number 74, C, carries -0.042; number 75, C, carries -0.047; number 76, C, carries -0.326; number 77, C, carries -0.055; number 78, C, carries -0.046; number 79, C, carries -0.043; number 80, C, carries -0.043; number 81, C, carries -0.073; number 82, C, carries -0.314; number 83, C, carries -0.051; number 84, C, carries -0.045; number 85, C, carries -0.046; number 86, C, carries -0.058; number 87, C, carries -0.074; number 88, H, carries 0.060; number 89, H, carries 0.118; number 90, H, carries 0.117; number 91, H, carries 0.117; number 92, H, carries 0.122; number 93, H, carries 0.085; number 94, H, carries 0.114; number 95, H, carries 0.117; number 96, H, carries 0.115; number 97, H, carries 0.106; number 98, H, carries 0.083; number 99, H, carries 0.118

***

The following is a DFT calculation (ωB97M-V with the def2-TZVPD basis set) of a single C27H33FO3 molecule.

Positions of all 64 atoms, in Å:
C: 1.13 2.25 -5.34
O: 1.27 0.88 -5.05
C: 0.03 0.26 -4.76
C: 0.29 -1.20 -4.41
C: -0.16 -1.66 -3.01
C: 0.91 -2.48 -2.25
C: 0.45 -3.88 -1.84
C: -0.59 -3.94 -0.71
C: 0.01 -4.23 0.67
C: 0.83 -3.06 1.20
C: 1.39 -3.30 2.60
C: 2.39 -2.22 3.09
C: 2.16 -0.87 2.47
C: 2.83 -0.46 1.32
C: 2.53 0.74 0.70
C: 1.53 1.55 1.22
C: 0.86 1.15 2.38
C: 1.19 -0.03 3.01
C: -0.22 2.02 2.92
O: -0.43 2.14 4.10
C: -1.02 2.74 1.88
C: -0.33 3.16 0.73
C: -0.99 3.86 -0.26
C: -2.35 4.11 -0.13
C: -3.04 3.69 1.00
C: -2.38 3.01 2.02
C: -3.19 2.59 3.22
C: -3.60 3.76 4.10
F: -4.35 1.96 2.75
C: 1.12 2.83 0.58
O: 1.88 3.54 -0.03
H: 0.55 2.40 -6.26
H: 2.12 2.66 -5.48
H: 0.63 2.78 -4.53
H: -0.46 0.79 -3.94
H: -0.63 0.35 -5.64
H: 1.37 -1.35 -4.53
H: -0.19 -1.82 -5.16
H: -1.07 -2.25 -3.10
H: -0.39 -0.77 -2.42
H: 1.80 -2.57 -2.87
H: 1.21 -1.92 -1.37
H: 1.32 -4.46 -1.54
H: 0.05 -4.37 -2.73
H: -1.16 -3.01 -0.67
H: -1.31 -4.73 -0.94
H: 0.67 -5.10 0.57
H: -0.79 -4.47 1.37
H: 1.67 -2.90 0.52
H: 0.20 -2.17 1.18
H: 0.57 -3.38 3.32
H: 1.89 -4.27 2.59
H: 3.41 -2.56 2.94
H: 2.24 -2.10 4.17
H: 3.60 -1.11 0.90
H: 3.06 1.05 -0.19
H: 0.67 -0.32 3.91
H: -0.45 4.20 -1.13
H: -2.87 4.64 -0.92
H: -4.10 3.88 1.07
H: -2.65 1.86 3.82
H: -3.88 3.42 5.09
H: -4.44 4.28 3.64
H: -2.76 4.44 4.20

orbital gap	8.770	eV
E_tot	-37394.57584	eV
net charge	0
SMILES	COCCCCCCCCCCc1ccc2c(c1)C(=O)c1c(cccc1[C@@H](C)F)C2=O

Per-atom Löwdin charges, elementary charge units: number 1, C, carries -0.121; number 2, O, carries -0.194; number 3, C, carries -0.240; number 4, C, carries -0.158; number 5, C, carries -0.184; number 6, C, carries -0.204; number 7, C, carries -0.210; number 8, C, carries -0.208; number 9, C, carries -0.214; number 10, C, carries -0.226; number 11, C, carries -0.182; number 12, C, carries -0.141; number 13, C, carries -0.224; number 14, C, carries -0.017; number 15, C, carries 0.017; number 16, C, carries -0.086; number 17, C, carries -0.075; number 18, C, carries 0.047; number 19, C, carries -0.274; number 20, O, carries 0.127; number 21, C, carries -0.024; number 22, C, carries -0.077; number 23, C, carries 0.001; number 24, C, carries -0.042; number 25, C, carries -0.004; number 26, C, carries -0.099; number 27, C, carries -0.320; number 28, C, carries -0.014; number 29, F, carries -0.029; number 30, C, carries -0.290; number 31, O, carries 0.128; number 32, H, carries 0.086; number 33, H, carries 0.087; number 34, H, carries 0.081; number 35, H, carries 0.113; number 36, H, carries 0.119; number 37, H, carries 0.105; number 38, H, carries 0.109; number 39, H, carries 0.106; number 40, H, carries 0.100; number 41, H, carries 0.103; number 42, H, carries 0.088; number 43, H, carries 0.107; number 44, H, carries 0.108; number 45, H, carries 0.110; number 46, H, carries 0.104; number 47, H, carries 0.112; number 48, H, carries 0.113; number 49, H, carries 0.103; number 50, H, carries 0.121; number 51, H, carries 0.113; number 52, H, carries 0.111; number 53, H, carries 0.114; number 54, H, carries 0.111; number 55, H, carries 0.120; number 56, H, carries 0.123; number 57, H, carries 0.134; number 58, H, carries 0.119; number 59, H, carries 0.109; number 60, H, carries 0.122; number 61, H, carries 0.129; number 62, H, carries 0.082; number 63, H, carries 0.084; number 64, H, carries 0.091

***

The following is a DFT calculation (ωB97M-V with the def2-TZVPD basis set) of a 2-piece molecular cluster, C9H20OSi2 overall.

Positions of all 32 atoms, in Å:
C: -0.82 1.45 1.75
C: 2.94 2.21 -0.84
C: -0.26 1.83 0.60
C: 1.83 1.94 -1.53
C: -2.76 -1.64 1.31
C: 2.34 0.45 1.84
C: -1.40 -1.80 -2.84
C: -2.40 -1.22 -0.12
C: 1.83 -0.17 0.55
O: -0.23 -3.06 -0.40
Si: -1.37 -2.44 -1.15
Si: 0.71 0.72 -0.59
H: -1.19 2.10 2.56
H: -0.88 0.39 2.00
H: 3.71 2.96 -1.11
H: 3.25 1.50 -0.17
H: -0.25 2.91 0.45
H: 1.39 2.55 -2.43
H: -2.81 -0.76 1.88
H: -3.60 -2.37 1.30
H: -1.85 -2.12 1.70
H: 2.88 -0.27 2.36
H: 2.85 1.36 1.73
H: 1.43 0.65 2.40
H: -0.86 -0.82 -2.80
H: -0.88 -2.29 -3.71
H: -2.40 -1.49 -3.25
H: -1.79 -0.37 -0.02
H: -3.24 -0.70 -0.63
H: 1.23 -1.14 0.86
H: 2.66 -0.51 -0.04
H: -0.06 0.19 -1.64

orbital gap	9.361	eV
E_tot	-27457.23997	eV
net charge	0
energy above the lowest of the compared OMol25 structures with the same formula, charge and spin	0.00	kJ/mol
SMILES	C=C[SiH](C=C)CC.CC[Si](C)=O

Per-atom Löwdin charges, elementary charge units: number 1, C, carries -0.085; number 2, C, carries -0.084; number 3, C, carries -0.232; number 4, C, carries -0.228; number 5, C, carries -0.156; number 6, C, carries -0.140; number 7, C, carries -0.214; number 8, C, carries -0.322; number 9, C, carries -0.343; number 10, O, carries -0.317; number 11, Si, carries 0.530; number 12, Si, carries 0.631; number 13, H, carries 0.070; number 14, H, carries 0.037; number 15, H, carries 0.068; number 16, H, carries -0.023; number 17, H, carries 0.058; number 18, H, carries 0.085; number 19, H, carries 0.031; number 20, H, carries 0.089; number 21, H, carries 0.069; number 22, H, carries 0.052; number 23, H, carries 0.050; number 24, H, carries 0.052; number 25, H, carries -0.001; number 26, H, carries 0.058; number 27, H, carries 0.054; number 28, H, carries -0.014; number 29, H, carries 0.090; number 30, H, carries 0.114; number 31, H, carries 0.065; number 32, H, carries -0.044